The molecule C9H20O2P2 in a non-equilibrium geometry. Source: the Open Molecules 2025 dataset; level of theory: the ωB97M-V functional and the def2-TZVPD basis.

Each line ends with the Mulliken charge.
Positions of all 33 atoms, in Å:
C  0.974  -4.411  0.245  -1.20
C  1.238  -3.264  1.287  -0.58
C  0.032  -2.303  1.364  -0.89
C  0.366  -0.970  2.038  -0.27
C  -0.793  -0.037  2.230  -0.56
P  -0.728  1.431  1.036  0.14
C  -0.400  0.675  -0.643  -0.89
C  -0.067  1.654  -1.744  -0.45
C  -1.163  2.684  -1.953  -0.44
C  -1.173  3.342  -3.342  -1.22
O  1.230  1.800  1.440  0.08
P  1.914  3.118  1.589  -0.15
O  1.024  4.238  1.324  -0.50
H  1.294  -5.407  0.546  0.34
H  -0.009  -4.532  -0.153  0.35
H  1.600  -4.131  -0.592  0.30
H  2.040  -2.691  0.870  0.38
H  1.343  -3.688  2.265  0.41
H  -0.449  -2.165  0.415  0.41
H  -0.580  -2.967  1.974  0.36
H  1.063  -0.431  1.274  0.03
H  0.942  -1.161  2.936  0.57
H  -1.700  -0.540  1.791  0.37
H  -0.972  0.310  3.353  0.31
H  0.323  -0.070  -0.487  0.47
H  -1.360  0.198  -0.830  0.55
H  0.885  2.135  -1.407  0.18
H  0.139  1.192  -2.739  0.35
H  -2.220  2.290  -1.869  0.28
H  -1.110  3.384  -1.071  0.34
H  -1.177  2.439  -3.987  0.32
H  -2.163  3.757  -3.599  0.36
H  -0.342  4.120  -3.563  0.26

Net charge: 0
Relative energy (zero: lowest compared OMol25 entry of this formula, charge and spin) in kJ/mol: 0.0
E_tot in eV: -32329.5520
LUMO level in hartree: 0.009
SMILES string: CCCCCP(CCCC)OP=O
Kohn-Sham gap in eV: 9.522